Record 1
Molecular formula: C6H12N3
Method: DFT, ωB97M-V/def2-TZVPD

Computed properties:
**LUMO (spin up / spin down)**: -4.50 / -4.50 eV
**SMILES string**: C=[NH+]/C=C\N=C(/C)NC
**Charge**: +1
**E**: -399.7506 Ha
**HOMO level (spin up / spin down)**: -12.2313 / -12.2315 eV
**Frontier orbital gap (spin up / spin down)**: 7.736 / 7.735 eV
**Maximum force**: 6.76 eV/Å
**Molar mass**: 126.2 g mol⁻¹
**Energy relative to the best compared isomer or geometry (same formula, charge and spin)**: 81.86 kcal per mole

Positions of all 21 atoms, in Å:
C  -2.8838  -0.8251  -0.8352
N  -1.8820  -0.0360  -0.5208
C  -1.9942  1.1990  -0.0589
C  -0.8291  1.7488  0.3948
N  0.3578  1.2820  0.2597
C  0.8425  0.1206  0.5139
C  0.5305  -0.5844  1.8836
N  1.8672  -0.3684  -0.1457
C  2.4046  0.4591  -1.3572
H  -2.6655  -1.8383  -1.2404
H  -3.9429  -0.5376  -0.8539
H  -0.9528  -0.1604  -0.8603
H  -3.0413  1.5149  0.0636
H  -0.8247  2.6407  0.9646
H  1.3622  -1.4001  1.9458
H  -0.3990  -0.9043  1.9891
H  0.7522  0.2544  2.5506
H  2.4616  -1.0884  0.1851
H  2.3652  1.5646  -1.0621
H  3.4040  0.1881  -1.4346
H  1.9064  0.3714  -2.3078


Record 2
Molecular formula: C10H16N3
Method: DFT, ωB97M-V/def2-TZVPD

Computed properties:
**LUMO**: -3.36 eV
**SMILES string**: C#CC/C1=N\N(C)C(=[NH2+])CCCC1
**Charge**: +1
**E**: -554.4829 Ha
**HOMO level**: -13.4538 eV
**Frontier orbital gap**: 10.093 eV
**Maximum force**: 4.32 eV/Å
**Molar mass**: 178.3 g mol⁻¹
**Energy relative to the best compared isomer or geometry (same formula, charge and spin)**: 124.90 kcal per mole

Positions of all 29 atoms, in Å:
C  -3.8661  0.8576  0.5433
C  -2.6599  0.7266  0.6690
C  -1.2263  0.4494  0.9414
C  -0.7890  -0.1320  -0.4181
N  -0.1718  0.4393  -1.3833
N  0.7690  1.2309  -0.7378
C  1.2311  2.5600  -1.0358
C  1.3159  0.6000  0.2459
N  1.8026  1.2826  1.2825
C  1.7317  -0.8695  0.1584
C  0.7561  -2.0748  0.3907
C  -0.1716  -2.3629  -0.8120
C  -1.3940  -1.4590  -0.8431
H  -4.7783  1.4353  0.2916
H  -0.7730  1.3392  1.2542
H  -1.0591  -0.3506  1.7582
H  0.3735  3.2420  -0.6114
H  1.0909  2.7202  -2.1004
H  2.3810  2.6773  -0.7818
H  1.4299  2.1725  1.5730
H  1.9601  0.7768  2.1045
H  2.5583  -1.0194  0.8502
H  2.1077  -1.0333  -0.8154
H  0.1583  -1.7247  1.1977
H  1.4567  -2.7895  0.5638
H  0.3683  -2.1861  -1.7177
H  -0.4951  -3.4221  -0.6422
H  -1.8831  -1.4488  -1.8303
H  -2.2237  -1.6372  -0.0950


Record 3
Molecular formula: C35H85N2O12S9
Method: DFT, ωB97M-V/def2-TZVPD

Computed properties:
**LUMO (spin up / spin down)**: 0.41 / 0.41 eV
**Multiplicity**: 2
**E**: -5980.2690 Ha
**HOMO level (spin up / spin down)**: -7.8758 / -8.2795 eV
**Frontier orbital gap (spin up / spin down)**: 8.284 / 8.687 eV
**Maximum force**: 3.77 eV/Å
**Molar mass**: 1014.7 g mol⁻¹

Positions of all 143 atoms, in Å:
C  1.3981  0.0153  2.7829
C  0.3907  0.9171  2.0663
C  0.7277  1.3013  0.6039
C  0.1801  2.7238  0.3892
C  0.3742  0.2598  -0.5213
N  1.5205  0.1902  -1.5015
C  1.8513  1.3886  -2.1997
C  1.3490  1.5563  -3.6266
O  2.5382  2.2246  -1.7642
C  2.6283  -0.6485  -1.2367
C  3.3451  -0.7719  0.0890
O  3.0738  -1.2787  -2.1353
C  -0.8549  0.6748  -1.3888
C  -2.1816  0.0473  -0.9767
C  -3.2158  0.6190  -1.9814
C  -2.7035  0.4623  0.4108
N  -2.1462  -1.4327  -1.2028
O  -2.5558  -1.7834  -2.3737
C  -0.7841  -2.0201  -0.9849
C  -0.0128  -2.4055  -2.2503
C  -1.0151  -3.3583  -0.2267
C  0.0126  -1.1477  0.0160
H  2.3821  0.4800  2.8084
H  1.4357  -1.0025  2.4035
H  1.0837  -0.0620  3.8260
H  0.3756  1.8543  2.6247
H  -0.6146  0.5151  2.1860
H  1.8084  1.4157  0.5867
H  -0.8249  2.8713  0.7705
H  0.1983  3.0255  -0.6584
H  0.8380  3.4231  0.8960
H  0.3102  1.8906  -3.5580
H  1.8961  2.3530  -4.1134
H  1.3632  0.6188  -4.1772
H  2.8873  -1.5060  0.7450
H  4.3279  -1.1701  -0.1224
H  3.4813  0.1662  0.6216
H  -0.6650  0.2882  -2.3884
H  -0.9824  1.7468  -1.5252
H  -3.3992  1.6405  -1.6297
H  -2.8077  0.7188  -2.9843
H  -4.1716  0.1073  -1.9269
H  -2.1970  1.3243  0.8284
H  -3.7738  0.6364  0.3297
H  -2.5969  -0.3476  1.1161
H  0.9994  -2.6591  -1.9576
H  -0.0704  -1.6940  -3.0689
H  -0.4448  -3.3309  -2.6234
H  -1.3610  -3.1513  0.7837
H  -0.0600  -3.8834  -0.2078
H  -1.7422  -3.9520  -0.7759
H  -0.6754  -1.0542  0.8509
H  0.8660  -1.6884  0.4147
C  7.0238  -0.2129  -2.6610
S  7.0022  -1.4835  -1.3911
O  7.9235  -1.0465  -0.3056
C  7.8629  -2.7318  -2.3585
H  6.5621  0.6834  -2.2505
H  8.0533  0.0037  -2.9483
H  6.4514  -0.5541  -3.5237
H  8.8382  -2.3530  -2.6660
H  7.2636  -2.9896  -3.2320
H  7.9929  -3.6143  -1.7343
C  -5.5305  -0.7666  3.5613
S  -4.2501  0.4634  3.8553
O  -3.0205  -0.0112  3.1655
C  -4.0477  0.1290  5.6061
H  -5.7807  -0.7508  2.5017
H  -5.1614  -1.7554  3.8347
H  -6.4149  -0.5160  4.1476
H  -3.7767  -0.9174  5.7558
H  -4.9777  0.3576  6.1277
H  -3.2579  0.7698  5.9847
C  3.6318  -7.0089  -2.9229
S  3.1686  -5.5467  -1.9891
O  1.6872  -5.5742  -1.8234
C  3.5453  -4.3586  -3.2823
H  3.4403  -7.8815  -2.3020
H  3.0349  -7.0668  -3.8341
H  4.6933  -6.9620  -3.1645
H  2.9660  -4.5730  -4.1817
H  4.6130  -4.4027  -3.5024
H  3.2882  -3.3678  -2.9124
C  -3.5413  4.8463  6.5409
S  -3.0737  3.7438  7.8819
O  -2.8541  2.4000  7.2849
C  -4.6862  3.7140  8.6786
H  -2.6788  4.9695  5.8882
H  -4.3670  4.4120  5.9763
H  -3.8292  5.8146  6.9512
H  -5.4388  3.3540  7.9763
H  -4.9386  4.7167  9.0238
H  -4.6298  3.0400  9.5312
C  -5.9900  5.3652  -4.5727
S  -5.9113  4.0114  -3.3940
O  -4.9021  4.3771  -2.3601
C  -5.1390  2.8367  -4.5121
H  -6.4140  6.2317  -4.0667
H  -4.9864  5.6031  -4.9266
H  -6.6317  5.0773  -5.4066
H  -4.1913  3.2372  -4.8734
H  -5.8095  2.6399  -5.3498
H  -4.9567  1.9110  -3.9686
C  -0.8591  7.5685  1.1906
S  -1.9682  6.2206  1.6261
O  -1.1230  5.0357  1.9256
C  -2.6432  5.9857  -0.0249
H  -0.2987  7.8473  2.0811
H  -0.1692  7.2411  0.4123
H  -1.4428  8.4225  0.8460
H  -1.8372  5.7612  -0.7238
H  -3.1723  6.8878  -0.3329
H  -3.3406  5.1504  0.0065
C  6.1258  -6.6414  2.6670
S  4.9145  -7.3993  1.5745
O  5.4698  -7.3484  0.1926
C  3.6892  -6.0846  1.7126
H  7.0042  -7.2822  2.6993
H  6.4083  -5.6600  2.2865
H  5.7039  -6.5524  3.6684
H  4.1239  -5.1367  1.3937
H  3.3484  -6.0148  2.7460
H  2.8451  -6.3300  1.0690
C  -11.0495  2.8087  -5.6268
S  -9.7668  4.0301  -5.3209
O  -8.5254  3.5544  -5.9940
C  -9.5934  3.6758  -3.5657
H  -11.2902  2.8285  -6.6880
H  -10.6881  1.8175  -5.3522
H  -11.9371  3.0634  -5.0475
H  -9.3277  2.6282  -3.4225
H  -10.5306  3.8998  -3.0550
H  -8.8036  4.3062  -3.1649
C  11.0665  -4.5798  2.7755
S  9.4624  -4.0240  3.3712
O  8.5693  -5.2151  3.4100
C  9.0297  -3.0824  1.9047
H  11.5035  -5.2281  3.5327
H  10.9421  -5.1358  1.8458
H  11.7136  -3.7167  2.6180
H  9.0375  -3.7347  1.0313
H  9.7361  -2.2641  1.7693
H  8.0314  -2.6745  2.0436


Record 4
Molecular formula: C3H8N4S
Method: DFT, ωB97M-V/def2-TZVPD

Computed properties:
**LUMO**: 0.39 eV
**SMILES string**: [H]/N=C\N(C)/C(=N\[H])NS
**E**: -736.2398 Ha
**HOMO level**: -9.1561 eV
**Frontier orbital gap**: 9.549 eV
**Maximum force**: 4.10 eV/Å
**Molar mass**: 132.2 g mol⁻¹
**Energy relative to the best compared isomer or geometry (same formula, charge and spin)**: 49.17 kcal per mole

Positions of all 16 atoms, in Å:
H  0.7306  2.3150  -0.9795
N  1.0981  1.7746  -1.7997
C  0.8452  0.5894  -1.4695
N  0.0487  0.1390  -0.4185
C  -0.8699  1.0623  0.2497
C  -0.1461  -1.1678  -0.1158
N  -0.1274  -2.1494  -0.8948
H  -0.3799  -1.7193  -1.7662
N  -0.1188  -1.3678  1.2633
S  1.1489  -0.6834  2.0447
H  1.2549  -0.2073  -2.0459
H  -0.4149  2.1399  0.6336
H  -1.7072  1.2213  -0.5846
H  -1.3810  0.6584  1.0888
H  -0.4057  -2.3093  1.4692
H  0.4247  -0.2955  3.3252


Record 5
Molecular formula: C9H12O9
Method: DFT, ωB97M-V/def2-TZVPD

Computed properties:
**LUMO**: 0.51 eV
**SMILES string**: O=C1OCCO1.O=C1OCCO1.O=C1OCCO1
**E**: -1027.3205 Ha
**HOMO level**: -10.5041 eV
**Frontier orbital gap**: 11.017 eV
**Maximum force**: 3.07 eV/Å
**Molar mass**: 264.2 g mol⁻¹
**Energy relative to the best compared isomer or geometry (same formula, charge and spin)**: 0.00 kcal per mole

Positions of all 30 atoms, in Å:
O  8.2286  4.6949  6.7997
C  7.7196  4.7378  7.8658
O  8.3523  4.4182  8.9845
C  7.5375  4.8701  10.0779
C  6.1304  4.7449  9.5145
O  6.3899  4.7990  8.0594
H  7.7331  4.1709  10.9447
H  7.9044  5.7931  10.3962
H  5.4311  5.5464  9.6972
H  5.6411  3.8041  9.8178
O  7.7130  7.3253  8.2432
C  6.8559  8.1360  8.1930
O  5.5762  7.8943  8.0520
C  4.8488  9.0275  8.5851
C  5.8266  10.1554  8.4014
O  7.0619  9.4958  8.3202
H  3.9133  9.1940  8.0312
H  4.6843  8.8410  9.6196
H  5.7521  10.8453  9.2634
H  5.6539  10.7056  7.4534
O  4.4033  8.9381  5.0849
C  5.4763  8.4816  4.9884
O  5.7442  7.1668  4.8459
C  7.1396  6.9579  4.6827
C  7.7651  8.3462  4.6872
O  6.6505  9.1722  4.9306
H  7.5702  6.2457  5.3969
H  7.3592  6.4629  3.7632
H  8.2219  8.5995  3.7240
H  8.4518  8.4028  5.5751